Computed, not measured: a molecular structure, C32H34Cl2F5N5O4S2Y, with ωB97M-V/def2-TZVPD.

Computed properties:
HOMO ... -0.1203 Ha
Relative energy (zero: lowest compared OMol25 entry of this formula, charge and spin) ... 0.000 eV
Gap between HOMO and LUMO ... 5.417 eV
Maximum force ... 0.4 eV/A
LUMO level ... 0.07877 hartree
Net charge ... -1

```
85
Properties=species:S:1:pos:R:3:forces:R:3
Y -0.370947 -0.245070 0.389704 0.1 0.0 -0.1
C 0.889134 0.421057 -4.975881 0.0 -0.1 0.0
N 0.408339 1.604771 -4.286027 0.0 -0.1 0.0
C -0.822001 2.182459 -4.800375 0.0 0.0 0.0
C 0.698496 1.835230 -2.981914 0.1 0.0 -0.2
O 0.193004 2.746380 -2.348603 -0.1 0.2 0.3
C 1.796642 0.982110 -2.353169 0.1 -0.1 0.1
O 1.804080 1.103265 -0.941546 0.0 0.0 -0.1
C 2.107404 2.383668 -0.439347 0.0 0.0 0.0
C 0.911640 2.867839 0.363761 0.0 0.0 0.0
O 0.130981 2.031921 0.813935 -0.1 0.0 0.0
N 0.742107 4.172222 0.617466 0.0 0.0 0.0
C -0.436678 4.591409 1.361731 0.0 0.0 0.0
C 1.673436 5.213417 0.251356 0.0 0.0 0.0
H 0.340716 -0.472448 -4.661661 0.0 0.0 0.0
H 0.754574 0.572065 -6.047260 0.0 0.0 0.0
H 1.952545 0.265997 -4.797412 0.0 0.0 0.0
H -1.659719 1.496537 -4.644294 0.0 0.0 0.0
H -1.029068 3.106982 -4.270655 0.0 0.0 0.0
H -0.710191 2.384132 -5.866861 0.0 0.0 0.0
H 1.623386 -0.073595 -2.547880 0.0 0.0 0.0
H 2.772603 1.272216 -2.767582 0.0 0.0 0.0
H 2.968112 2.298318 0.238191 0.0 0.0 0.0
H 2.353396 3.070869 -1.244704 0.0 0.0 0.0
H -1.172559 3.792706 1.353848 0.0 0.0 0.0
H -0.180251 4.830634 2.397483 0.0 0.0 0.0
H -0.853399 5.480446 0.886543 0.0 0.0 0.0
H 2.478869 4.830268 -0.366232 0.0 0.0 0.0
H 1.156496 5.994076 -0.310288 0.0 0.0 0.0
H 2.111905 5.666285 1.145470 0.0 0.0 0.0
Cl 3.265758 -3.358444 -1.886534 0.0 0.0 0.0
C 3.605048 -2.356376 -0.505295 0.0 0.0 0.0
C 4.918055 -2.305001 -0.015868 0.0 0.0 0.0
C 5.229899 -1.532638 1.064184 0.0 0.0 0.0
Cl 6.877292 -1.486514 1.642040 0.0 0.0 0.0
C 4.229858 -0.769437 1.714100 0.0 0.0 0.0
C 4.446784 0.055111 2.838207 0.0 0.0 0.0
C 3.401149 0.747458 3.381071 0.0 0.0 0.0
C 2.125660 0.625445 2.802172 0.0 0.0 0.0
N 1.892682 -0.129854 1.757065 0.0 0.0 0.0
C 2.913029 -0.830206 1.206364 0.0 0.0 0.0
C 2.557984 -1.636929 0.061994 0.0 -0.1 -0.1
O 1.349926 -1.656342 -0.370932 0.0 0.0 0.1
H 5.686400 -2.887372 -0.505800 0.0 0.0 0.0
H 5.440808 0.123842 3.259695 0.0 0.0 0.0
H 3.538902 1.378715 4.248414 0.0 0.0 0.0
H 1.271498 1.157033 3.206891 0.0 0.0 0.0
C -3.101004 -0.817433 -3.972442 0.0 0.0 0.0
C -2.595820 -0.397906 -2.605966 0.0 0.0 0.0
S -0.958162 -0.937375 -2.228013 0.0 0.0 0.1
C -3.353850 0.284067 -1.731777 0.0 0.0 0.0
C -4.770014 0.703735 -2.038179 0.0 0.0 0.0
S -2.822592 0.768092 -0.121706 -0.1 0.1 0.0
H -2.265228 -1.133311 -4.597428 0.0 0.0 0.0
H -3.626164 -0.013106 -4.495201 0.0 0.0 0.0
H -3.790483 -1.665889 -3.906790 0.0 0.0 0.0
H -5.087145 0.431245 -3.045185 0.0 0.0 0.0
H -4.881716 1.784904 -1.918972 0.0 0.0 0.0
H -5.461172 0.240815 -1.328219 0.0 0.0 0.0
F -2.232232 1.955704 2.747697 0.0 0.0 0.0
C -1.779887 0.911560 3.483831 0.1 -0.1 0.0
C -1.049776 -0.101320 2.894811 0.0 0.1 0.0
C -0.622481 -1.066680 3.781409 0.0 0.0 0.0
F 0.152981 -2.099335 3.343559 0.0 0.0 0.0
C -0.898335 -1.078069 5.139064 0.0 0.0 0.0
F -0.450729 -2.055098 5.951125 0.0 0.0 0.0
C -1.646936 -0.044026 5.668641 0.0 0.0 0.0
F -1.931641 -0.010441 6.982330 0.0 0.0 0.0
C -2.088850 0.965533 4.834532 0.0 0.0 0.0
F -2.799287 1.981717 5.363340 0.0 0.0 0.0
C -0.695518 -5.873767 -0.655574 0.0 0.0 0.0
C -1.225845 -4.680337 0.062928 0.0 0.0 0.0
C -2.394268 -4.472835 0.768275 0.0 0.0 0.0
C -2.353981 -3.128351 1.182976 0.0 0.0 0.0
N -1.228280 -2.561732 0.763202 -0.1 -0.1 0.0
N -0.557127 -3.522852 0.101053 0.0 0.0 0.0
C -3.376205 -2.379040 1.969369 0.0 0.0 0.0
H -1.400495 -6.699727 -0.582229 0.0 0.0 0.0
H 0.257343 -6.198992 -0.234715 0.0 0.0 0.0
H -0.538350 -5.650294 -1.712081 0.0 0.0 0.0
H -3.180778 -5.185743 0.951882 0.0 0.0 0.0
H 0.286007 -3.232072 -0.387516 0.0 0.0 0.0
H -4.348775 -2.863076 1.874084 0.0 0.0 0.0
H -3.456301 -1.353876 1.604145 0.0 0.0 0.0
H -3.110693 -2.349346 3.028171 0.0 0.0 0.0
```
Positions in Å, forces in eV/Å.

Mulliken atomic charge list, values in e, 5 entries: atom 1 (Y): -0.7945, atom 2 (C): -0.9105, atom 3 (N): 0.2066, atom 4 (C): -0.8857, atom 5 (C): 0.6299

Computed, not measured: a molecular structure, C32H34Cl2FN6O5Pd, with ωB97M-V/def2-TZVPD.

Computed properties:
HOMO ... -0.5632 Ha
Relative energy (zero: lowest compared OMol25 entry of this formula, charge and spin) ... 0.000 eV
Gap between HOMO and LUMO ... 5.280 eV
Maximum force ... 0.3 eV/A
LUMO level ... -0.36912 hartree
Net charge ... +3

```
81
Properties=species:S:1:pos:R:3:forces:R:3
Pd -0.202119 0.287596 0.923263 0.1 0.0 0.0
F -2.865777 6.479013 1.233063 0.0 0.0 0.0
C -3.465440 5.380267 0.748722 0.0 0.0 0.0
C -2.784642 4.202461 0.784289 0.0 0.0 0.0
C -3.348747 3.034015 0.257699 0.0 0.0 0.0
C -2.584416 1.799346 0.316485 -0.1 0.0 0.0
O -1.418908 1.856914 0.819718 0.0 0.0 0.0
C -3.213133 0.657077 -0.215656 0.0 -0.1 0.0
C -4.462122 0.793481 -0.776996 0.0 0.0 0.0
N -5.175937 1.918621 -0.848494 0.0 0.0 0.0
C -6.483539 1.772971 -1.503900 0.0 0.0 0.0
C -7.125643 2.777027 -2.404725 0.0 0.0 0.0
C -7.756262 2.427067 -1.073958 0.0 0.0 0.0
C -4.629942 3.091424 -0.317165 0.0 0.0 0.0
C -5.311285 4.316809 -0.320492 0.0 0.0 0.0
C -4.756474 5.476479 0.194893 0.0 0.0 0.0
N -5.499305 6.672371 0.149368 0.0 0.0 0.0
C -5.144112 7.817981 0.989226 0.0 0.0 0.0
C -6.263724 8.864940 0.894495 0.0 0.0 0.0
N -7.547640 8.175460 0.536744 0.0 0.0 0.0
C -7.491498 7.622098 -0.867453 0.0 0.0 0.0
C -6.071876 7.103732 -1.120793 0.0 0.0 0.0
C -2.662742 -0.740195 -0.231127 0.2 0.1 -0.1
O -3.185700 -1.598162 -0.914974 -0.1 0.0 0.1
O -1.620073 -1.009808 0.513636 -0.1 0.0 0.0
H -1.787978 4.172473 1.201275 0.0 0.0 0.0
H -4.912650 -0.095236 -1.197509 0.0 0.0 0.0
H -6.585028 0.747164 -1.821010 0.0 0.0 0.0
H -7.580295 2.389926 -3.305075 0.0 0.0 0.0
H -6.660075 3.741557 -2.535026 0.0 0.0 0.0
H -8.637246 1.801620 -1.074942 0.0 0.0 0.0
H -7.736494 3.144978 -0.268681 0.0 0.0 0.0
H -6.310974 4.384907 -0.706553 0.0 0.0 0.0
H -4.213347 8.303754 0.688792 0.0 0.0 0.0
H -5.030281 7.480693 2.018127 0.0 0.0 0.0
H -6.083771 9.598474 0.111022 0.0 0.0 0.0
H -6.400677 9.391899 1.835479 0.0 0.0 0.0
H -8.340090 8.811610 0.635015 0.0 0.0 0.0
H -7.696093 7.403410 1.188576 0.0 0.0 0.0
H -7.763713 8.425115 -1.549501 0.0 0.0 0.0
H -8.240159 6.834745 -0.927075 0.0 0.0 0.0
H -5.452649 7.884397 -1.576555 0.0 0.0 0.0
H -6.110827 6.280996 -1.828845 0.0 0.0 0.0
Cl -1.461652 -2.971141 -3.153850 0.0 0.0 0.0
C -0.653134 -3.312636 -1.755466 -0.1 0.1 0.1
C -0.485954 -4.596014 -1.305479 0.0 0.0 0.0
C 0.282406 -4.832360 -0.165257 0.1 0.0 0.0
Cl 0.533287 -6.425927 0.270333 0.0 0.0 0.0
C 0.843265 -3.781066 0.669307 0.0 0.0 0.0
C 1.547225 -4.031724 1.852389 0.0 0.0 0.0
C 1.947135 -2.960802 2.623055 0.0 0.0 0.0
C 1.580055 -1.680247 2.236407 0.0 0.0 0.0
N 0.904860 -1.435376 1.106078 0.0 0.0 0.1
C 0.592240 -2.457527 0.311212 -0.1 0.0 0.0
C 0.020241 -2.153788 -1.045016 0.2 -0.1 -0.1
O 0.273053 -1.145285 -1.635498 -0.1 0.1 0.0
H -0.907857 -5.431320 -1.847250 0.0 0.0 0.0
H 1.769954 -5.044205 2.159967 0.0 0.0 0.0
H 2.501576 -3.107214 3.538512 0.0 0.0 0.0
H 1.813587 -0.815326 2.846625 0.0 0.0 0.0
C 3.827360 2.190990 0.331577 0.0 0.0 0.0
N 3.442122 2.141053 1.739726 0.0 0.0 0.0
C 4.480227 2.539032 2.694666 0.0 0.0 0.0
C 4.249883 1.854354 4.023226 0.0 0.0 0.0
C 2.832826 2.128347 4.466666 0.0 0.0 0.0
N 1.871259 1.729194 3.429463 0.0 0.1 -0.1
C 0.487332 1.974310 3.832789 0.0 -0.1 0.0
C 2.199339 1.816073 2.105672 0.0 -0.1 0.2
O 1.347159 1.568295 1.199680 -0.1 0.1 -0.1
H 4.664168 1.513921 0.158841 0.0 0.0 0.0
H 4.142063 3.203843 0.078757 0.0 0.0 0.0
H 2.991774 1.910315 -0.296693 0.0 0.0 0.0
H 4.484010 3.626776 2.804317 0.0 0.0 0.0
H 5.438940 2.250652 2.265869 0.0 0.0 0.0
H 4.950093 2.228133 4.768376 0.0 0.0 0.0
H 4.416982 0.779291 3.922631 0.0 0.0 0.0
H 2.701871 3.193146 4.689299 0.0 0.0 0.0
H 2.584081 1.573678 5.371627 0.0 0.0 0.0
H 0.309137 1.474913 4.784085 0.0 0.0 0.0
H -0.218579 1.594627 3.101955 0.0 0.0 0.0
H 0.308796 3.044902 3.966275 0.0 0.0 0.0
```
Positions in Å, forces in eV/Å.

Mulliken atomic charge list, values in e, 5 entries: atom 1 (Pd): 0.8087, atom 2 (F): -0.3193, atom 3 (C): 0.3342, atom 4 (C): -0.8262, atom 5 (C): 0.9698

Computed, not measured: a molecular structure, C32H34ClN3Pt, with ωB97M-V/def2-TZVPD.

Computed properties:
HOMO ... -0.5178 Ha
Relative energy (zero: lowest compared OMol25 entry of this formula, charge and spin) ... 0.122 eV
Gap between HOMO and LUMO ... 7.482 eV
Maximum force ... 0.6 eV/A
LUMO level ... -0.24283 hartree
Net charge ... +2

```
71
Properties=species:S:1:pos:R:3:forces:R:3
Pt -0.729373 1.583708 0.551215 0.1 0.0 0.1
C -3.988954 1.781098 1.493183 0.0 0.0 0.0
C -2.684938 2.508278 1.371858 -0.1 0.2 0.0
C -1.744729 2.438961 2.436438 0.1 0.0 -0.1
C -0.496330 3.093258 2.364426 0.0 0.1 0.0
C 0.475626 3.083109 3.501245 0.0 0.0 0.0
C -0.195457 3.712759 1.128219 0.0 0.0 0.1
C -1.189782 3.977451 0.120302 0.0 -0.1 0.1
C -0.852994 4.862993 -1.036061 0.0 0.0 0.0
C -2.436008 3.378909 0.270796 0.0 0.0 0.1
H -4.490500 1.696700 0.531240 0.0 0.0 0.0
H -4.645616 2.331973 2.169800 0.0 0.0 0.0
H -3.845029 0.784123 1.908020 0.0 0.0 0.0
H -1.998873 1.862067 3.315810 0.0 0.0 0.0
H 0.297482 3.959417 4.128439 0.0 0.0 0.0
H 1.503214 3.137276 3.145982 0.0 0.0 0.0
H 0.353876 2.199115 4.123653 0.0 0.0 0.0
H 0.796743 4.123532 0.982444 0.0 0.0 0.0
H -0.924693 5.905252 -0.716238 0.0 0.0 0.0
H -1.538216 4.717710 -1.868364 0.0 0.0 0.0
H 0.169944 4.700767 -1.375236 0.0 0.0 0.0
H -3.204446 3.515808 -0.479626 0.0 0.0 0.0
N 8.667768 -2.969317 -1.339942 0.0 0.0 0.0
C 7.671823 -2.399166 -1.337299 0.0 0.0 0.0
C 6.422988 -1.685609 -1.334229 0.0 0.0 0.0
C 6.375699 -0.371304 -1.794179 0.0 0.0 0.0
C 5.176435 0.319371 -1.783422 0.0 0.0 0.0
C 4.039219 -0.322777 -1.321694 0.0 0.0 0.0
C 4.066584 -1.633805 -0.874399 0.0 0.0 0.0
C 5.270056 -2.316886 -0.873652 0.0 0.0 0.0
N 2.789462 0.386220 -1.308216 0.0 0.1 0.0
C 2.210538 1.048471 -2.366371 0.0 -0.1 0.0
C 1.021071 1.522702 -1.919514 0.1 0.0 0.0
N 0.886370 1.164508 -0.594078 -0.1 0.0 -0.1
C 1.968571 0.481090 -0.256752 0.0 0.0 0.0
H 7.278329 0.106402 -2.148338 0.0 0.0 0.0
H 5.132929 1.347758 -2.117523 0.0 0.0 0.0
H 3.155386 -2.124942 -0.556392 0.0 0.0 0.0
H 5.318848 -3.341155 -0.531933 0.0 0.0 0.0
H 2.674534 1.086078 -3.336451 0.0 0.0 0.0
H 0.258410 2.064864 -2.450320 0.0 0.0 0.0
H 2.187286 0.068461 0.713730 0.0 0.0 -0.1
Cl 0.203512 -1.963194 -2.283780 0.1 0.1 0.0
C -1.430573 -2.567702 -2.188864 -0.1 0.1 0.0
C -1.643538 -3.916974 -2.407307 0.0 0.0 0.0
C -2.937524 -4.413079 -2.361078 0.0 0.0 0.0
C -4.001896 -3.562642 -2.108213 0.0 0.0 0.0
C -3.772962 -2.211977 -1.895945 0.1 0.0 0.0
C -2.483837 -1.689180 -1.931720 0.0 -0.3 -0.1
C -2.249995 -0.231281 -1.638234 -0.4 0.1 -0.3
H -0.806033 -4.566791 -2.619909 0.0 0.0 0.0
H -3.110130 -5.466602 -2.533378 0.0 0.0 0.0
H -5.011459 -3.948711 -2.080741 0.0 0.0 0.0
H -4.607797 -1.549809 -1.700546 0.0 0.0 0.0
H -1.593537 0.224562 -2.383395 0.1 0.0 0.1
H -3.201836 0.304527 -1.678569 0.0 0.0 0.0
C -2.108786 -2.581287 1.682209 0.1 0.1 0.0
C -0.965043 -1.556014 1.840849 0.3 -0.2 0.0
C 0.384501 -2.259124 1.623455 0.1 0.1 0.0
C -0.999996 -0.927499 3.233328 -0.1 0.0 -0.1
C -1.167732 -0.570909 0.746871 -0.4 0.3 0.4
C -1.676332 -0.118859 -0.293059 0.5 -0.1 -0.2
H -1.991326 -3.372313 2.423453 0.0 0.0 0.0
H -2.087636 -3.031133 0.687315 0.0 0.0 0.0
H -3.083053 -2.113667 1.830945 0.0 0.0 0.0
H 0.507790 -3.040492 2.372804 0.0 0.0 0.0
H 1.226419 -1.565642 1.723344 -0.1 -0.1 0.1
H 0.427389 -2.716113 0.634974 0.0 0.0 0.0
H -0.789856 -1.707961 3.962301 0.0 0.0 0.1
H -1.985998 -0.519447 3.461897 0.0 0.0 0.0
H -0.246022 -0.145897 3.344439 0.0 0.0 0.0
```
Positions in Å, forces in eV/Å.

Mulliken atomic charge list, values in e, 5 entries: atom 1 (Pt): 1.1542, atom 2 (C): -1.5056, atom 3 (C): 0.4754, atom 4 (C): -0.2374, atom 5 (C): 0.2363